No. 1
DFT (ωB97M-V/def2-TZVPD) results for 4 unconnected molecules or ions with the total composition C20H55B4N4O11P.

The net charge is 0. As for the structure (SMILES): CCB(O)B1OBOB(P(N)O)O1.COCCNCCOC.COCCNCCOC.COCCNCCOC.

Last column: Mulliken charge in e.
Geometry (Å):
1 C 4.581 1.647 6.241  -0.9307
2 C 5.134 0.437 7.010  -0.4848
3 B 5.049 -0.914 6.198  0.2948
4 O 6.034 -1.851 6.243  -0.5189
5 B 3.645 -1.213 5.254  -0.0935
6 O 3.466 -0.721 3.961  -0.0889
7 B 2.257 -0.112 3.712  0.7236
8 O 1.123 -0.682 4.273  -0.2946
9 B 1.294 -1.238 5.530  0.4074
10 P -0.012 -1.058 6.978  -0.1134
11 N -1.204 -0.305 6.036  -0.4445
12 O 0.866 0.155 7.755  -0.5136
13 O 2.519 -1.795 5.830  -0.1523
14 H 4.846 2.591 6.720  0.3874
15 H 3.488 1.607 6.190  0.0951
16 H 4.951 1.680 5.214  0.2838
17 H 6.168 0.627 7.326  0.3589
18 H 4.553 0.305 7.932  0.2978
19 H 6.769 -1.630 6.820  0.3086
20 H 2.207 0.930 3.149  -0.2117
21 H -2.007 0.035 6.549  0.2548
22 H -0.918 0.364 5.330  0.2230
23 H 0.815 1.012 7.324  0.3295
24 C 1.952 0.728 0.292  -0.7486
25 O 0.889 1.382 0.960  -0.0785
26 C 0.743 2.757 0.637  -0.9180
27 C -0.461 3.001 -0.250  -0.3621
28 N -0.247 2.483 -1.591  0.1205
29 C -1.423 2.474 -2.450  -0.9271
30 C -2.612 1.617 -2.026  -0.2407
31 O -2.392 0.222 -2.118  -0.4532
32 C -1.676 -0.362 -1.047  -0.5478
33 H 2.103 -0.235 0.780  0.3172
34 H 1.729 0.561 -0.764  0.1284
35 H 2.880 1.305 0.356  0.4122
36 H 1.651 3.137 0.156  0.3654
37 H 0.603 3.297 1.578  0.3634
38 H -0.630 4.082 -0.320  0.3935
39 H -1.335 2.570 0.259  0.1543
40 H 0.148 1.553 -1.545  -0.2284
41 H -1.114 2.140 -3.444  0.1442
42 H -1.774 3.507 -2.557  0.5535
43 H -3.436 1.828 -2.712  0.4735
44 H -2.956 1.876 -1.016  0.2136
45 H -1.880 0.145 -0.098  0.2125
46 H -0.595 -0.357 -1.213  0.1314
47 H -2.000 -1.400 -0.965  0.4006
48 C 5.125 -1.185 -6.876  -0.7044
49 O 5.598 0.077 -6.457  -0.3490
50 C 5.075 1.184 -7.179  -0.7966
51 C 4.158 2.022 -6.314  -0.1657
52 N 2.941 1.300 -5.990  -0.2413
53 C 2.069 1.946 -5.020  -0.8823
54 C 2.612 2.225 -3.623  -0.3634
55 O 2.842 1.057 -2.846  -0.3323
56 C 4.077 0.407 -3.059  -0.7360
57 H 5.733 -1.937 -6.375  0.2409
58 H 4.074 -1.351 -6.616  0.2900
59 H 5.228 -1.312 -7.958  0.3465
60 H 4.541 0.837 -8.069  0.4155
61 H 5.919 1.799 -7.502  0.3993
62 H 3.894 2.929 -6.869  0.3417
63 H 4.730 2.340 -5.431  0.1755
64 H 3.178 0.371 -5.669  0.1013
65 H 1.177 1.324 -4.909  0.4162
66 H 1.736 2.902 -5.442  0.3582
67 H 1.850 2.789 -3.081  0.2530
68 H 3.525 2.832 -3.648  0.3615
69 H 4.873 1.124 -3.284  0.3390
70 H 4.038 -0.323 -3.873  0.2155
71 H 4.330 -0.122 -2.139  0.3035
72 C -5.262 0.050 1.351  -0.4464
73 O -6.052 -0.314 0.242  -0.4128
74 C -5.332 -0.920 -0.827  -0.3307
75 C -5.651 -2.392 -0.960  -0.3894
76 N -5.118 -3.146 0.162  -0.2177
77 C -5.510 -4.547 0.222  -0.7307
78 C -6.995 -4.878 0.340  -0.4647
79 O -7.576 -4.522 1.581  -0.4192
80 C -8.016 -3.184 1.687  -0.5173
81 H -5.885 0.657 2.006  0.2819
82 H -4.896 -0.815 1.918  0.2690
83 H -4.391 0.641 1.046  0.0845
84 H -4.259 -0.771 -0.693  0.0148
85 H -5.625 -0.410 -1.749  0.4153
86 H -5.188 -2.759 -1.882  0.4216
87 H -6.739 -2.493 -1.079  0.2160
88 H -5.367 -2.686 1.027  0.0558
89 H -5.001 -4.999 1.075  0.3864
90 H -5.129 -5.047 -0.676  0.3878
91 H -7.095 -5.964 0.266  0.3526
92 H -7.577 -4.441 -0.481  0.3336
93 H -8.411 -2.815 0.735  0.2679
94 H -7.225 -2.501 2.010  0.1718
95 H -8.812 -3.162 2.430  0.2851


No. 2
DFT (ωB97M-V/def2-TZVPD) results for a molecular structure, C20H55Cu4N5O13S2 at a distorted geometry.

The net charge is 0. The value obtained for the energy relative to the best compared isomer or geometry (same formula, charge and spin) is 215.90 kJ/mol.

Last column: Mulliken charge in e.
Geometry (Å):
1 Cu -3.419 1.819 -1.897  0.3778
2 Cu 0.234 -2.070 -1.185  0.1086
3 Cu -2.457 2.679 1.959  0.3167
4 Cu -0.962 4.027 -0.456  0.3846
5 S -1.025 0.957 -0.587  1.4952
6 O -0.817 1.468 0.751  -0.2862
7 O 0.068 0.089 -1.037  0.4832
8 O -2.245 0.244 -0.516  -0.2961
9 O -1.147 2.123 -1.495  -1.2346
10 S -4.445 4.144 0.264  1.1994
11 O -4.231 5.611 0.290  -0.7152
12 O -5.654 3.792 -0.459  -0.7419
13 O -3.280 3.475 -0.259  -0.4339
14 O -4.487 3.590 1.609  -0.7329
15 C 3.877 -1.933 -3.349  -1.5688
16 C 3.465 -0.922 -2.239  0.6152
17 C 4.198 0.423 -2.267  -0.1818
18 O 5.590 0.391 -1.875  -0.3837
19 C 6.223 1.570 -1.568  -0.5811
20 N 2.001 -0.757 -2.475  -0.1140
21 H 4.909 -2.281 -3.308  0.3789
22 H 3.678 -1.701 -4.395  0.3642
23 H 3.310 -2.852 -3.205  0.3758
24 H 3.512 -1.407 -1.264  -0.1798
25 H 3.585 1.050 -1.619  -0.0370
26 H 4.132 0.815 -3.282  0.3506
27 H 6.127 2.298 -2.374  0.3105
28 H 7.281 1.417 -1.355  0.2777
29 H 5.844 2.020 -0.650  0.1514
30 H 1.485 -0.139 -1.865  0.1816
31 H 1.825 -0.401 -3.403  0.1981
32 C -4.021 -2.189 -3.025  -1.3124
33 C -2.501 -2.308 -3.052  0.1092
34 C -1.866 -1.357 -4.047  -0.2802
35 O -2.434 -1.437 -5.339  -0.4065
36 C -2.185 -2.597 -6.036  -0.7124
37 N -2.037 -2.143 -1.718  0.0193
38 H -4.480 -3.021 -2.492  0.3769
39 H -4.385 -2.111 -4.049  0.3874
40 H -4.352 -1.250 -2.581  0.2195
41 H -2.335 -3.337 -3.371  0.5195
42 H -0.776 -1.336 -4.027  0.3325
43 H -2.189 -0.357 -3.758  -0.0973
44 H -2.748 -2.686 -6.965  0.2927
45 H -2.379 -3.490 -5.441  0.2813
46 H -1.125 -2.713 -6.263  0.3043
47 H -2.325 -2.882 -1.093  0.3234
48 H -2.393 -1.275 -1.342  -0.1834
49 C 3.190 1.734 1.411  -0.9049
50 C 2.429 2.983 1.261  0.7176
51 C 2.173 3.364 -0.249  -0.5049
52 O 1.310 4.498 -0.520  -0.1504
53 C 1.858 5.651 0.092  -0.9479
54 N 1.181 2.880 2.003  -0.5296
55 H 2.714 0.891 0.912  0.1240
56 H 3.411 1.524 2.458  0.1093
57 H 4.125 1.895 0.875  -0.0158
58 H 3.065 3.814 1.565  0.4775
59 H 1.642 2.527 -0.702  -0.2311
60 H 3.101 3.446 -0.813  0.4452
61 H 1.409 6.550 -0.331  0.3120
62 H 2.926 5.837 -0.023  0.3545
63 H 1.691 5.705 1.167  0.3471
64 H 0.558 2.205 1.584  -0.1112
65 H 0.545 3.661 1.920  0.3646
66 C -5.125 -1.622 1.561  -1.3505
67 C -4.269 -0.807 2.491  0.0388
68 C -2.923 -1.446 2.779  0.7178
69 O -3.118 -2.721 3.420  -0.4310
70 C -2.053 -3.325 4.168  -0.6103
71 N -4.024 0.505 1.885  -0.1360
72 H -6.116 -1.263 1.283  0.4393
73 H -5.360 -2.532 2.113  0.3659
74 H -4.575 -1.890 0.658  0.2253
75 H -4.781 -0.637 3.438  0.4783
76 H -2.296 -0.790 3.383  0.4050
77 H -2.465 -1.564 1.797  -0.6557
78 H -1.562 -2.807 4.992  0.2771
79 H -1.272 -3.573 3.450  0.2155
80 H -2.381 -4.315 4.484  0.3771
81 H -4.928 0.742 1.502  0.2685
82 H -3.489 0.285 1.057  -0.2809
83 C 2.277 -2.610 1.710  -1.7561
84 C 1.057 -2.087 2.428  0.5676
85 C 1.366 -0.947 3.492  0.3058
86 O 2.359 -1.460 4.446  -0.3874
87 C 3.329 -0.473 4.769  -0.5609
88 N 0.010 -1.768 1.480  0.1046
89 H 3.043 -2.887 2.435  0.4570
90 H 2.743 -1.859 1.073  0.1192
91 H 1.926 -3.471 1.141  0.3734
92 H 0.572 -2.881 2.996  0.2441
93 H 0.506 -0.561 4.039  0.4041
94 H 1.690 -0.054 2.957  -0.5396
95 H 4.117 -0.965 5.339  0.3037
96 H 2.938 0.251 5.483  0.3191
97 H 3.665 0.059 3.879  0.1547
98 H -0.843 -1.984 1.977  -0.3984
99 H 0.013 -0.761 1.395  -0.1677


| no. | gap between HOMO and LUMO (eV) | electronic energy (Ha) |
| --- | --- | --- |
| 1 | 8.90 | -2282.6309 |
| 2 | 6.64 | -9405.0654 |